Molecular formula: C4H9F
Method: DFT, ωB97M-V with the def2-TZVPD basis set

Results
- E_LUMO (eV) = 0.837
- electronic energy (a.u.) = -257.482265
- ΔE to the lowest compared entry with this formula, charge and spin (kcal/mol) = 121.3
- charge = 0
- gap between HOMO and LUMO (eV) = 11.3

Last column: Löwdin charge in e.
Element x y z (Å)
C1 -1.31 -0.59 0.51  -0.06
C2 -0.03 -0.35 -0.32  -0.83
C3 -0.20 1.03 -0.82  -0.09
C4 1.25 -0.21 0.53  -0.14
H1 -1.34 0.28 1.09  0.04
H2 -2.07 -0.25 -0.25  0.08
H3 -1.47 -1.71 1.03  0.16
H4 -1.27 1.55 -1.21  0.14
H5 0.40 1.57 0.31  0.18
H6 0.69 0.98 -1.62  0.12
H7 1.16 0.00 1.82  0.17
H8 2.12 -1.34 0.42  0.16
H9 1.93 0.35 -0.23  0.06
F1 0.14 -1.30 -1.25  0.01